Entry 1:
Density functional theory data (ωB97M-V/def2-TZVPD) for C9H12INO in the gas phase at a distorted geometry.

Each line ends with the natural charge from an NBO analysis.
CARTESIAN COORDINATES (ANGSTROEM)
1 C 1.24390 0.38988 0.67962  -0.1993
2 C 0.44900 1.30583 0.03115  -0.1882
3 C -0.16663 -1.35407 -0.09037  0.0979
4 C 0.95947 -0.95850 0.65399  -0.0313
5 C -0.63871 0.78711 -0.70074  0.1401
6 C 1.85057 -1.43260 2.98540  -0.6234
7 C -2.38650 0.76355 -2.62202  -0.6542
8 C 1.82790 -1.79737 1.55023  -0.4403
9 C -1.48537 1.60721 -1.62185  0.2258
10 N -0.88286 -0.51612 -0.76427  -0.4581
11 O -0.67617 2.58561 -2.23977  -0.7265
12 I -2.91716 2.51523 -0.20387  -0.0159
13 H 2.07149 0.63591 1.26853  0.2094
14 H 0.61188 2.27354 0.08808  0.2103
15 H -0.58331 -2.36729 -0.25776  0.1970
16 H 2.38391 -0.48916 3.21061  0.1994
17 H 2.01903 -2.16190 3.78603  0.2314
18 H 0.79376 -1.18405 3.32672  0.2142
19 H -3.08253 1.39517 -3.17187  0.2193
20 H -2.80047 -0.11150 -2.10123  0.2647
21 H -1.62714 0.47520 -3.32878  0.2054
22 H 1.16940 -2.79942 1.70879  0.2020
23 H 2.72083 -2.18408 1.03342  0.2329
24 H -0.85428 2.62184 -3.22005  0.4873

Force components x, y, z for each atom (eV/Å):
C -1.2755 1.0964 -1.0369
C 1.9787 -3.3148 2.0469
C -3.1843 -1.6145 -2.5036
C 3.0437 0.3484 2.1477
C -2.8460 0.4926 -3.2989
C -1.2790 2.5440 2.4415
C 1.6417 1.0420 1.0536
C -3.2192 -4.8535 -0.6632
C 0.6824 -1.3875 -0.7491
N -0.7398 -1.5438 0.6124
O -0.7913 -0.0517 -1.1022
I -0.4350 0.6579 0.6001
H 1.1174 0.9706 0.6438
H 0.8270 4.5256 0.1889
H 1.0307 0.1982 0.7468
H 0.1435 -0.5602 0.0643
H 1.0024 -0.3391 -0.7998
H 0.8466 0.0361 -0.8771
H -0.2676 0.0030 0.4586
H -0.0036 0.5810 -0.4481
H 0.1538 -0.8206 -0.5794
H 1.4690 1.5530 -1.0572
H 0.1142 0.5055 0.5040
H -0.0099 -0.0683 1.6070

2S+1: 3
HOMO level (spin up / spin down): -5.04 / -9.09 eV
⟨S²⟩: 2.036
Frontier orbital gap (spin up / spin down): 5.7 / 6.2 eV
LUMO (spin up / spin down): 0.68 / -2.92 eV

=====

Entry 2:
Density functional theory data (ωB97M-V/def2-TZVPD) for 13 unconnected molecules or ions with the total composition C18H37BCl24NO6P at a distorted geometry.

Each line ends with the Mulliken charge.
CARTESIAN COORDINATES (ANGSTROEM)
1 C -4.18063 -5.54640 1.33535  -0.8295
2 P -2.49076 -6.15230 0.82574  0.1751
3 O -2.65346 -6.55123 -0.78783  -0.4331
4 C -1.41700 -4.64327 1.03839  0.1852
5 N -1.22937 -3.73890 -0.12653  -0.3957
6 C -0.32656 -2.74661 0.43806  0.2027
7 O -0.31470 -1.64798 0.11107  -0.6164
8 C 0.59416 -3.39173 1.54579  -0.0191
9 B 0.31668 -2.48436 2.84097  0.5175
10 O -0.74721 -1.63103 3.03216  -0.5323
11 O 1.27274 -2.52963 3.82711  -0.5047
12 C 0.03844 -4.82489 1.50843  0.5005
13 C 0.38716 -5.81232 2.61236  -1.1396
14 O -0.01520 -5.40588 3.90695  -0.2052
15 O -1.22648 -6.00930 4.24235  -0.3788
16 H -4.60848 -6.20204 2.08259  0.2979
17 H -4.83831 -5.48296 0.46786  0.1463
18 H -4.05101 -4.53116 1.71566  0.3461
19 H -1.93699 -6.20243 -1.33468  0.2992
20 H -1.95957 -3.99379 1.74383  -0.2610
21 H -0.60613 -4.14605 -0.82970  0.3735
22 H 1.61944 -3.21913 1.21913  0.3680
23 H -1.60920 -2.05802 2.95216  0.2653
24 H 0.81751 -2.60867 4.67795  0.2362
25 H 0.49944 -5.29998 0.62568  0.0723
26 H 1.45573 -6.02646 2.59450  0.4686
27 H -0.10305 -6.76013 2.37852  0.4751
28 H -1.88696 -5.43980 3.82765  0.3152
29 C -0.45092 1.59642 3.19656  0.2809
30 Cl 0.87915 2.72757 2.90242  -0.1775
31 Cl -1.95113 2.14167 2.43717  -0.1662
32 H -0.18512 0.63038 2.78682  -0.2921
33 H -0.60936 1.51641 4.26622  0.3412
34 C 1.13264 -0.20791 -2.47994  1.3721
35 Cl 2.72425 -0.73546 -3.04252  -0.1769
36 Cl -0.11904 -0.52613 -3.69398  -0.1783
37 H 0.88377 -0.74557 -1.57155  -0.4969
38 H 1.16862 0.85846 -2.28580  -0.4426
39 C -6.05304 -7.35585 -1.76965  -0.1706
40 Cl -7.11344 -5.97960 -1.43989  -0.1642
41 Cl -5.79139 -8.33787 -0.32490  -0.1440
42 H -6.51011 -7.97426 -2.53362  0.3270
43 H -5.09314 -6.98385 -2.11217  0.1451
44 C 1.90789 3.93323 -1.74191  -0.2249
45 Cl 1.71404 3.52282 -3.45127  -0.0982
46 Cl 2.19681 2.47177 -0.79697  -0.1366
47 H 2.74603 4.61059 -1.62573  0.2579
48 H 0.99766 4.40573 -1.38945  0.2042
49 C -3.78598 -0.18258 -2.93945  0.3887
50 Cl -4.36281 0.32339 -1.34601  -0.1701
51 Cl -4.72508 -1.54204 -3.57006  -0.1821
52 H -3.87681 0.65347 -3.62444  0.0808
53 H -2.74878 -0.48407 -2.85139  -0.1289
54 C 3.82362 -0.46993 4.88496  -0.2060
55 Cl 3.76227 -0.87177 6.60620  -0.1774
56 Cl 2.53323 0.65031 4.42903  -0.0851
57 H 4.77983 -0.00512 4.66779  0.2674
58 H 3.70937 -1.38139 4.30824  0.1913
59 C -3.74603 3.79542 -2.65737  -0.4257
60 Cl -2.16801 3.28291 -3.26846  -0.0032
61 Cl -5.04243 3.34370 -3.76796  -0.1471
62 H -3.92350 3.31393 -1.70176  0.2656
63 H -3.74216 4.87305 -2.53829  0.3417
64 C 5.15111 3.47207 5.23638  -0.0016
65 Cl 6.53848 2.57919 4.59795  -0.1708
66 Cl 5.58259 4.37432 6.69522  -0.2057
67 H 4.80521 4.16979 4.48242  0.2588
68 H 4.36257 2.76848 5.48051  0.0607
69 C 0.13790 2.08110 -6.66294  0.2634
70 Cl -1.58860 2.30600 -6.95104  -0.1541
71 Cl 1.11768 3.10892 -7.72047  -0.1834
72 H 0.35556 2.33592 -5.63181  -0.2121
73 H 0.39220 1.04428 -6.85114  0.2570
74 C 0.78586 3.28973 -11.32011  0.1876
75 Cl -0.94103 3.52247 -11.61210  -0.1517
76 Cl 1.76703 4.31403 -12.37745  -0.1653
77 H 1.00238 3.54196 -10.28933  -0.1205
78 H 1.03568 2.25184 -11.50909  0.2694
79 C 5.32676 7.20247 8.99105  0.3168
80 Cl 5.24806 6.80097 10.71060  -0.1541
81 Cl 4.03566 8.31445 8.52188  -0.1537
82 H 6.28265 7.67061 8.78528  0.2780
83 H 5.22444 6.28999 8.41517  -0.2326
84 C 1.98769 7.82674 -2.39887  -0.2827
85 Cl 0.32153 7.23809 -2.41036  -0.1258
86 Cl 2.79399 7.47456 -0.86400  -0.1468
87 H 2.53395 7.34065 -3.19979  0.2462
88 H 1.97946 8.89998 -2.55031  0.3250

Force components x, y, z for each atom (eV/Å):
C 0.8342 0.6550 -0.9257
P -0.0679 -1.5767 1.0215
O 0.1627 0.9276 0.1642
C 0.0778 0.7774 -0.8466
N -0.0309 0.5000 0.3580
C 0.6133 -4.4807 1.3852
O 0.2474 4.7950 -1.5713
C -2.1971 1.2728 -0.8144
B 0.9515 -0.4969 0.5058
O -0.4332 -0.7332 0.4708
O -0.2250 -0.4711 -0.0664
C 0.9135 -1.0557 -0.1622
C -0.5661 -0.2956 -0.4896
O 1.1352 0.8356 0.0636
O -0.8310 -0.5736 0.1780
H 0.0302 -0.1100 0.0577
H -0.0440 -0.0544 0.0369
H -0.2752 -0.0307 0.1764
H -0.1921 -0.0013 -0.0394
H -0.0895 -0.3468 0.1819
H -0.5027 -0.4790 -0.1399
H 0.1200 -0.3671 0.1193
H -0.0196 0.4357 -0.4252
H 0.3537 0.5409 0.0987
H 0.1282 -0.0538 0.0978
H 0.1269 0.3500 0.3825
H -0.0465 -0.0109 0.1171
H -0.1666 0.0532 0.0326
C 0.0098 -0.0760 0.0149
Cl -0.1767 0.2360 -0.1180
Cl -0.0347 -0.0525 0.0106
H -0.0160 0.0648 -0.0825
H -0.0104 0.0988 -0.0167
C -0.0277 0.0541 0.1056
Cl 0.0307 0.0205 0.0382
Cl -0.0426 0.0142 -0.0376
H -0.0456 -0.0207 -0.1177
H -0.0425 -0.1982 -0.2197
C 0.0997 0.0014 -0.1282
Cl 0.0134 0.0241 -0.0538
Cl 0.0261 -0.0893 -0.0026
H -0.0840 -0.0009 0.0855
H 0.0057 0.0461 0.1343
C -0.1400 0.0273 0.0760
Cl 0.0151 0.1671 -0.1683
Cl 0.1842 0.2118 0.3922
H 0.0697 -0.1120 -0.0619
H -0.0370 -0.0785 -0.0501
C 0.1264 0.0266 -0.1065
Cl 0.0290 0.0890 0.0487
Cl 0.0273 -0.0036 -0.0368
H -0.1064 -0.0128 0.0348
H -0.0589 -0.0607 0.0902
C 0.0544 -0.1573 -0.0588
Cl 0.0441 -0.0314 -0.0108
Cl 0.3253 -0.0919 0.0309
H -0.0502 0.0904 0.0846
H -0.1449 -0.0008 0.0740
C -0.0266 0.0495 0.1588
Cl 0.1145 0.0012 0.0914
Cl -0.0689 0.0172 0.0131
H 0.0207 -0.1152 -0.0794
H 0.0173 -0.0091 -0.1354
C -0.1334 -0.0403 -0.0474
Cl -0.0772 -0.0442 -0.0500
Cl -0.0227 -0.0407 -0.0331
H 0.1096 0.0356 0.0161
H 0.0696 -0.0201 0.0660
C -0.0819 -0.1283 0.1027
Cl 0.0023 -0.0442 0.0268
Cl 0.1130 0.0065 0.1366
H -0.0327 0.0756 -0.0376
H -0.0076 0.0379 -0.0785
C 0.0256 -0.0246 0.0308
Cl -0.0122 -0.0558 0.0628
Cl 0.0698 -0.0285 0.0162
H -0.0707 0.0807 -0.1058
H -0.0335 0.0334 -0.0974
C 0.0557 -0.0353 -0.0330
Cl 0.0576 -0.0385 -0.0055
Cl 0.0226 -0.0010 -0.0731
H -0.0444 0.0634 0.0665
H -0.1110 0.0704 0.0903
C 0.0277 0.0395 -0.1075
Cl -0.0118 -0.0075 -0.0517
Cl 0.0574 0.0182 -0.0129
H -0.0318 -0.0763 0.0556
H -0.0478 -0.0110 0.0969

HOMO level: -8.73 eV
Frontier orbital gap: 8.5 eV
LUMO: -0.19 eV

=====

Entry 3:
Density functional theory data (ωB97M-V/def2-TZVPD) for 8 unconnected molecules or ions with the total composition C13H40N14O10.

Each line ends with the Mulliken charge.
CARTESIAN COORDINATES (ANGSTROEM)
1 C -0.62229 5.01001 -0.73072  -0.8580
2 O -0.99507 3.66714 -0.95837  -0.4274
3 C -2.23245 3.29673 -0.36300  -0.5336
4 C -2.05872 2.78463 1.05565  -0.4194
5 O -1.75636 1.40221 1.11213  -0.4802
6 C -0.37954 1.07215 1.17414  -0.3987
7 C -0.04205 -0.02032 0.14327  0.0424
8 C 1.27325 0.26888 -0.51143  0.1995
9 O 1.43797 0.28024 -1.71236  -0.7378
10 H -0.82144 5.61956 -1.62413  0.2641
11 H 0.44871 5.03886 -0.50540  0.3379
12 H -1.16527 5.43847 0.11839  0.3672
13 H -2.94064 4.13227 -0.38117  0.4600
14 H -2.64070 2.48758 -0.97976  0.3843
15 H -2.97553 2.94454 1.63462  0.3729
16 H -1.26103 3.36631 1.53917  0.2931
17 H 0.23980 1.96354 1.01382  0.3378
18 H -0.12897 0.71329 2.17967  0.1653
19 H -0.00618 -1.00411 0.62378  -0.1891
20 H -0.79910 -0.02657 -0.64653  0.2749
21 H 2.11763 0.49759 0.16259  0.3845
22 C -5.78149 3.84946 -2.15012  0.6747
23 O -5.26846 4.35975 -1.17144  -0.6170
24 N -6.90436 3.07042 -2.06616  -0.4017
25 N -5.26951 4.00782 -3.40990  -0.3904
26 H -7.33454 2.63260 -2.85743  0.1559
27 H -7.29310 2.92809 -1.15350  0.2185
28 H -4.43463 4.55560 -3.49714  0.2181
29 H -5.66660 3.58449 -4.22600  0.1544
30 C 0.82716 6.61294 2.57242  0.5892
31 O 0.34257 5.51714 2.36587  -0.5739
32 N 1.06713 7.51146 1.56546  -0.3183
33 N 1.17156 7.03752 3.82884  -0.4367
34 H 1.46330 8.41875 1.71635  0.1632
35 H 0.82744 7.22974 0.63382  0.2017
36 H 1.00428 6.40158 4.58520  0.2169
37 H 1.56949 7.93630 4.02052  0.1468
38 C -0.09758 -4.25706 0.74523  0.5356
39 O 0.46096 -3.67344 1.65740  -0.6969
40 N -1.25367 -4.97636 0.93970  -0.4542
41 N 0.36124 -4.24582 -0.53667  -0.2733
42 H -1.73998 -5.44595 0.19735  0.1929
43 H -1.63568 -4.97821 1.86635  0.2256
44 H 1.18940 -3.70766 -0.71340  0.1845
45 H -0.11541 -4.71623 -1.29496  0.2510
46 C 5.03368 1.06923 -2.17401  0.5730
47 O 5.08362 0.10347 -1.43229  -0.6386
48 N 6.17763 1.72279 -2.57738  -0.3913
49 N 3.87012 1.58135 -2.66331  -0.2874
50 H 6.17305 2.51837 -3.18524  0.1506
51 H 7.04967 1.37020 -2.23340  0.2232
52 H 2.99688 1.14117 -2.39829  0.3423
53 H 3.84876 2.37772 -3.27028  0.1503
54 C 2.74118 0.64317 3.75077  0.6026
55 O 2.22016 0.98920 2.70609  -0.5453
56 N 2.42175 -0.53432 4.36842  -0.3583
57 N 3.68923 1.40466 4.38002  -0.4305
58 H 2.84738 -0.84451 5.22015  0.1536
59 H 1.75671 -1.12855 3.90806  0.2168
60 H 3.94469 2.26778 3.93942  0.2229
61 H 4.13643 1.13566 5.23458  0.1498
62 C -0.04558 -5.14312 -4.06447  0.6857
63 O -0.88888 -5.32975 -3.19516  -0.6991
64 N 1.21922 -4.75822 -3.73548  -0.3004
65 N -0.31181 -5.30416 -5.39125  -0.4160
66 H 1.96812 -4.58282 -4.37699  0.1735
67 H 1.37767 -4.66111 -2.75250  0.1851
68 H -1.24013 -5.58639 -5.64228  0.2219
69 H 0.36828 -5.15152 -6.11049  0.1604
70 C -0.66994 -9.26780 1.64130  0.5849
71 O 0.27926 -9.35007 0.88573  -0.6304
72 N -1.28743 -8.07818 1.92311  -0.3231
73 N -1.19955 -10.36568 2.27153  -0.3880
74 H -2.07120 -8.00361 2.54243  0.1463
75 H -0.92406 -7.24894 1.48489  0.2768
76 H -0.76775 -11.25040 2.08515  0.2251
77 H -1.97868 -10.32152 2.89903  0.1575

Force components x, y, z for each atom (eV/Å):
C -0.0200 -0.0029 0.0186
O 0.0638 -0.0615 -0.1102
C -0.1208 -0.1017 -0.0983
C 0.1782 0.2209 0.2518
O -0.0701 -0.0862 -0.0881
C 0.2282 -0.0151 0.3526
C -0.1629 0.2166 -0.2432
C 0.1798 -0.1023 0.1058
O -0.1199 0.0046 -0.0307
H -0.0109 -0.0530 0.0646
H -0.1202 0.0195 -0.0141
H 0.1486 -0.0156 -0.0353
H 0.0536 -0.0527 -0.0465
H -0.0195 0.1428 0.0915
H 0.0236 -0.1167 -0.1560
H -0.1361 0.0027 0.0343
H -0.1227 -0.0989 -0.0835
H -0.1291 0.1223 -0.1737
H 0.0391 0.0350 -0.0772
H 0.0183 -0.0769 0.1596
H -0.0076 0.0211 0.0096
C 0.0642 -0.0823 -0.0085
O -0.0737 0.0578 0.0042
N 0.0059 0.0590 -0.0230
N -0.0637 0.0378 0.0239
H 0.0118 -0.0108 -0.0074
H 0.0083 -0.0046 0.0138
H 0.0229 -0.0132 0.0103
H 0.0065 -0.0252 0.0031
C 0.0039 0.0280 -0.0013
O -0.0065 -0.0004 0.0496
N 0.0007 -0.0199 0.0451
N 0.0069 -0.0045 -0.0408
H 0.0012 0.0044 0.0080
H -0.0050 -0.0143 -0.0062
H -0.0105 -0.0130 0.0018
H -0.0021 0.0088 -0.0070
C 0.0060 0.0795 -0.1338
O -0.0168 0.0606 0.1325
N 0.1096 -0.2259 0.0213
N -0.0606 -0.1881 -0.0260
H -0.0320 0.1290 -0.0660
H -0.0471 0.1219 -0.0096
H -0.0251 0.0943 0.0784
H -0.1170 0.1152 -0.0461
C -0.0343 0.0927 -0.0660
O 0.0028 -0.0175 0.0102
N -0.0221 -0.0114 -0.0014
N 0.0708 -0.0032 -0.0155
H -0.0091 0.0051 -0.0013
H 0.0031 -0.0115 0.0120
H -0.0217 -0.1290 0.0885
H 0.0498 0.0200 0.0046
C 0.0533 -0.1637 -0.0057
O 0.0710 0.0425 -0.0431
N -0.0355 0.1093 0.0214
N -0.0606 0.0103 0.0320
H 0.0293 -0.0104 -0.0133
H 0.0157 -0.0461 -0.0418
H -0.0024 0.0024 -0.0191
H 0.0074 -0.0199 -0.0039
C 0.0539 0.0258 0.0628
O -0.0493 -0.0167 -0.0058
N -0.1008 -0.0336 0.0050
N -0.0104 -0.0031 0.0740
H -0.0571 -0.0019 -0.0696
H 0.3139 0.0053 -0.0102
H -0.0128 -0.0011 0.0021
H 0.0179 0.0082 0.0100
C -0.0180 0.0126 0.0104
O -0.0140 -0.0087 0.0078
N 0.0187 -0.0833 -0.0642
N -0.0070 0.0407 -0.0112
H 0.0105 -0.0101 0.0218
H 0.0438 -0.0041 0.0613
H 0.0125 -0.0035 -0.0070
H -0.0004 0.0076 0.0072

ΔE to the lowest compared entry with this formula, charge and spin: 3.8 kcal per mole
HOMO level: -8.20 eV
Frontier orbital gap: 8.9 eV
LUMO: 0.74 eV